Below is a structure of composition C15H27Cl3ILi2N2O19PS2V, with properties calculated with ωB97M-V/def2-TZVPD.

Properties
Kohn-Sham gap (eV): 1.058
Maximum force (eV/A): 5.23
E (eV): -160578.9851
Charge: +1

XYZ file:
```
73
Properties=species:S:1:pos:R:3:forces:R:3:mulliken_charge:R:1
C -2.47246 1.43109 -2.19214 0.607 0.416 -0.540 -0.956
C -1.38223 2.59790 -2.22179 -1.844 -0.843 0.137 -0.272
O -0.27772 2.17294 -3.11887 1.734 0.796 2.413 -0.352
C 0.82461 2.05889 -2.32161 -0.734 -1.428 -0.433 0.329
N 0.92965 0.94530 -1.45614 1.561 2.521 -0.044 0.156
C 2.14249 1.13530 -0.73844 3.179 1.549 1.416 0.962
C 2.77346 0.24914 0.39304 -1.102 0.031 -1.286 -1.295
C 2.81607 2.34319 -1.13940 -3.268 -2.861 -0.170 -0.713
I 4.64795 3.15078 -0.43441 -1.336 -0.421 -0.513 0.351
N 1.88869 2.85823 -2.14153 0.559 -0.471 0.104 0.228
P 2.07625 4.38462 -3.01761 -0.261 4.671 -2.341 0.600
O 1.21784 4.46809 -4.20774 0.564 -1.409 1.234 -0.588
O 3.66312 4.64592 -3.40180 -2.468 -0.357 1.756 -0.411
O 1.64035 5.52923 -1.90872 1.194 -3.336 -0.914 -0.308
H -2.12581 0.59096 -2.84672 -0.434 0.858 0.450 0.214
H -2.60324 1.00261 -1.15729 -0.366 0.431 -0.787 0.278
H -3.44272 1.83430 -2.59185 0.854 -0.640 0.716 0.349
H -1.01771 2.74631 -1.17364 0.132 0.647 -0.793 0.187
H -1.84017 3.56601 -2.53885 0.794 -0.753 0.017 0.493
H 0.25603 0.17055 -1.35294 1.273 -0.338 -1.490 0.352
H 2.40010 -0.80044 0.21984 0.673 0.883 0.522 0.283
H 2.48354 0.63069 1.41000 0.332 -0.437 -0.940 0.290
H 3.88591 0.31788 0.24558 -1.167 -0.293 0.328 0.457
H 3.79263 5.59757 -3.17956 0.367 -0.487 -0.135 0.367
H 1.04127 5.02768 -1.31189 -0.232 1.527 0.536 0.311
O 1.19967 7.24622 1.52213 0.203 0.274 -0.100 -0.508
S -0.08344 7.47866 0.83784 -0.241 -1.461 -0.430 1.249
O -0.49984 6.24106 0.14101 0.181 -0.292 -0.026 -0.623
O 0.06408 8.56845 -0.13609 0.112 0.284 0.387 -0.473
O -1.09504 7.86087 1.83307 -0.011 0.322 -0.130 -0.470
C 5.54870 0.66181 7.38965 0.012 0.553 -0.102 -0.994
C 4.86838 -0.06245 6.24664 0.707 -0.250 0.477 -0.235
O 3.69678 0.64865 5.78950 -0.118 -0.040 -0.245 -0.295
C 3.93987 1.71453 5.02655 0.028 0.011 0.456 0.717
O 5.02136 2.12102 4.68971 -0.253 -0.091 -0.246 -0.537
O 2.75888 2.27382 4.71562 0.039 -0.222 -0.149 -0.307
C 2.86672 3.48813 3.97634 -0.140 0.381 -0.194 -0.553
H 4.84155 0.85708 8.19383 0.084 -0.252 0.006 0.238
H 6.37638 0.06891 7.78102 -0.069 -0.044 -0.038 0.371
H 5.94133 1.62804 7.06573 0.114 -0.153 -0.135 0.320
H 4.52329 -1.03917 6.58888 -0.293 0.145 -0.089 0.282
H 5.55755 -0.23445 5.41620 -0.171 0.189 -0.078 0.321
H 3.48225 3.35224 3.08493 0.136 0.035 0.152 0.169
H 3.27441 4.27748 4.60739 0.112 -0.040 -0.144 0.313
H 1.86417 3.77873 3.66372 -0.019 -0.151 0.196 0.238
C -3.83944 -3.07093 -3.15202 -0.640 -1.396 -0.410 -0.189
C -3.49892 -3.68740 -1.81956 -1.869 0.285 0.471 -0.362
O -2.05091 -3.74864 -1.79242 1.842 1.104 -0.293 -0.298
S -1.46878 -2.47796 -2.63149 -3.844 -0.149 -3.069 1.069
O -1.12409 -1.43261 -1.68608 0.997 -0.336 0.578 -0.648
O -0.54875 -2.96584 -3.59146 0.842 0.289 1.121 -0.534
O -2.81454 -2.05650 -3.36462 1.751 0.481 1.261 -0.323
H -3.76784 -3.80260 -3.96004 -0.137 0.003 0.061 0.233
H -4.83170 -2.62559 -3.15727 0.178 0.147 -0.023 0.437
H -3.92698 -4.68000 -1.70829 0.083 -0.339 -0.198 0.220
H -3.82429 -3.05413 -0.99063 0.123 -0.045 0.020 0.284
C -2.16006 -6.85328 -2.91876 -0.282 -0.342 0.022 0.622
Cl -3.17441 -7.25666 -1.52010 0.193 0.222 -0.096 -0.096
Cl -0.88372 -8.06444 -3.11339 0.117 0.132 0.038 -0.145
Cl -3.13385 -6.71125 -4.36253 0.128 0.054 -0.081 -0.070
H -1.69633 -5.88899 -2.74589 0.096 -0.186 0.015 -0.336
Li -0.38478 -3.63944 -0.84396 0.140 -0.758 0.576 0.878
C -7.35095 -7.08050 -4.58363 -0.058 0.222 -0.387 -0.941
C -6.41090 -6.66003 -3.45299 -0.502 -0.619 0.055 0.560
O -5.81664 -5.55534 -3.61257 0.681 0.860 0.434 -0.630
O -6.33387 -7.45549 -2.49790 0.417 0.510 0.048 -0.681
H -7.36775 -6.33830 -5.38400 0.006 -0.022 0.044 0.270
H -7.02274 -8.03400 -5.00226 -0.088 -0.034 0.119 0.260
H -8.36509 -7.19613 -4.19743 0.077 -0.129 0.023 0.277
O 3.26848 0.07776 9.32212 -2.482 -0.441 -0.812 -0.905
V 1.68253 -0.11695 8.71107 -0.214 0.213 -0.088 1.568
O 0.09357 -0.31919 8.10881 2.490 0.221 0.841 -0.866
Li -0.71219 1.10998 -0.30187 -1.070 0.598 0.916 0.810
```
Forces are in eV/Å.